(1)
C4H10ClN in the gas phase in a non-equilibrium geometry. Source: OMol25; level of theory: ωB97M-V with the def2-TZVPD basis set.

CARTESIAN COORDINATES (ANGSTROEM)
C: 1.569 -0.871 -0.349
C: 0.062 -0.907 -0.663
N: -0.264 -0.301 -2.006
C: -0.709 -0.090 0.348
C: -0.717 -0.707 1.734
Cl: -0.008 1.521 0.470
H: 2.002 -1.656 -0.929
H: 2.035 0.043 -0.584
H: 1.725 -1.095 0.749
H: -0.316 -1.978 -0.519
H: 0.277 -0.694 -2.787
H: -1.254 -0.450 -2.341
H: -1.736 0.249 -0.023
H: -1.076 -1.732 1.582
H: 0.358 -0.837 1.959
H: -1.264 -0.148 2.522

Properties
E_HOMO in eV: -9.53
LUMO in eV: 0.981
Energy above the lowest of the compared OMol25 structures with the same formula, charge and spin in eV: 0.5937
Net charge: 0
Strongest force on any atom in eV/A: 2.4

Atomic partial charges in e from the Mulliken method, atoms 1 to 6:
1. C -1.352
2. C 0.375
3. N -0.652
4. C -0.062
5. C -1.109
6. Cl -0.196


(2)
8 unconnected molecules or ions with the total composition C20H52F6N2O7P in a non-equilibrium geometry. Source: OMol25; level of theory: ωB97M-V with the def2-TZVPD basis set.

CARTESIAN COORDINATES (ANGSTROEM)
P: 1.670 1.168 2.881
F: 1.942 0.834 4.475
F: 2.557 2.518 3.096
F: 3.008 0.215 2.579
F: 1.670 1.395 1.264
F: 0.638 -0.100 2.748
F: 0.413 2.096 3.304
C: -1.788 2.291 6.113
C: -0.510 2.982 6.670
O: 0.022 3.758 5.684
H: -2.484 2.239 6.950
H: -1.661 1.231 5.894
H: -2.157 2.907 5.293
H: 0.170 2.250 7.106
H: -0.787 3.736 7.407
H: 0.469 3.152 5.088
O: 1.218 4.584 1.900
H: 0.502 4.893 2.455
H: 1.514 3.775 2.317
O: 5.188 -0.486 4.835
H: 4.440 -0.415 4.241
H: 4.824 -0.864 5.635
O: -0.302 2.940 -0.865
H: -0.322 1.987 -0.778
H: 0.385 3.222 -0.261
O: 1.510 -1.521 4.925
H: 1.018 -1.334 5.724
H: 1.575 -0.677 4.479
C: -4.316 -3.247 -1.162
C: -4.514 -1.736 -1.064
C: -5.395 -1.490 0.226
C: -5.402 -0.061 0.575
C: -4.023 0.375 0.943
C: -2.992 0.208 -0.209
N: -3.226 -1.045 -0.969
O: -2.265 -1.481 -1.919
C: -3.150 1.389 -1.210
C: -1.580 0.297 0.459
C: -5.314 -1.311 -2.358
H: -3.612 -3.733 -0.486
H: -3.876 -3.470 -2.134
H: -5.301 -3.705 -1.244
H: -6.453 -1.605 -0.010
H: -5.100 -2.025 1.128
H: -6.094 0.055 1.409
H: -5.746 0.591 -0.228
H: -3.581 -0.137 1.797
H: -4.029 1.412 1.279
H: -2.198 1.539 -1.719
H: -3.952 1.283 -1.941
H: -3.393 2.302 -0.666
H: -1.446 -0.311 1.354
H: -0.747 0.050 -0.200
H: -1.483 1.277 0.925
H: -5.945 -0.464 -2.091
H: -6.115 -2.009 -2.601
H: -4.907 -1.119 -3.351
H: -2.636 -1.049 -2.692
C: 4.389 0.323 -4.264
C: 4.121 -0.146 -2.840
C: 2.850 0.698 -2.337
C: 1.573 0.265 -3.002
C: 1.377 -1.158 -2.654
C: 2.507 -2.143 -3.090
N: 3.840 -1.584 -2.750
O: 4.829 -2.409 -3.221
C: 2.225 -3.474 -2.374
C: 2.299 -2.400 -4.654
C: 5.337 0.235 -1.902
H: 5.125 -0.343 -4.715
H: 4.797 1.327 -4.379
H: 3.508 0.188 -4.891
H: 2.741 0.669 -1.252
H: 2.893 1.759 -2.580
H: 1.546 0.581 -4.045
H: 0.808 0.863 -2.505
H: 0.472 -1.413 -3.205
H: 1.206 -1.298 -1.587
H: 1.284 -4.007 -2.504
H: 3.096 -4.093 -2.586
H: 2.446 -3.554 -1.309
H: 2.876 -1.718 -5.278
H: 2.856 -3.299 -4.917
H: 1.259 -2.420 -4.981
H: 6.235 -0.174 -2.364
H: 5.322 -0.003 -0.838
H: 5.450 1.317 -1.828
H: 4.802 -2.144 -4.144

Properties
E_HOMO in eV: -5.99
LUMO in eV: 2.245
Energy above the lowest of the compared OMol25 structures with the same formula, charge and spin in eV: 1.7131
Net charge: -1
Strongest force on any atom in eV/A: 3.4

Atomic partial charges in e from the Mulliken method, atoms 1 to 6:
1. P 1.489
2. F -0.449
3. F -0.458
4. F -0.397
5. F -0.303
6. F -0.444


| no. | Kohn-Sham gap (eV) |
| --- | --- |
| 1 | 10.51 |
| 2 | 8.24 |